Formula: C17H14N2
Source: the Open Molecules 2025 dataset
Level of theory: ωB97M-V/def2-TZVPD

Values from the calculation:
Orbital gap (eV): 8.83
LUMO level (eV): 0.72

Geometry as ORCA input:
```
! wB97M-V def2-TZVPD RIJCOSX def2/J DEFGRID3
* xyz 0 1
N 1.01503 0.79596 0.63606
N 1.37295 0.92443 -0.66148
C 0.54580 0.14110 -1.32571
C -0.22775 -0.97290 -3.44551
C 0.84137 1.27655 -3.56035
C -0.35220 -0.67109 2.12713
C 0.46182 0.09550 -2.80543
C 0.16578 -0.31417 0.78832
C -0.85867 -0.03549 4.33925
C -0.24639 -0.58820 -0.45532
C -1.73745 -1.04422 4.49716
C -0.29502 -0.89118 -4.84710
C 0.16477 0.13098 -5.62677
C -1.02701 -1.85733 2.27961
C -1.82573 -1.99068 3.41697
C 1.66715 1.33070 1.85910
C -0.21319 0.23227 3.17588
C 0.71591 1.29128 -4.96775
C 0.75336 1.33933 3.00539
H 0.13916 2.31924 2.90699
H 2.53804 0.63585 2.05248
H -2.36229 -2.89057 3.57772
H -2.26871 -1.12303 5.47932
H 2.06923 2.41053 1.74637
H -0.84216 -1.72358 -3.00229
H 0.88752 2.20011 -5.62665
H -0.84097 -1.53963 -5.50659
H -0.79590 0.74224 5.09098
H -1.13420 -2.69682 1.52884
H 1.45913 1.43314 3.80176
H 1.14223 2.15592 -2.97841
H 0.03394 0.29579 -6.71735
H -0.94555 -1.41201 -0.78260
*
```

How is the electron density shared among the atoms? According to Mulliken, the charges in e are: 0.871, -1.355, 0.587, -0.499, -0.543, 1.082, 0.896, -0.172, -0.454, -0.708, -0.634, -0.484, -0.413, -0.881, -0.453, -0.604, 0.420, -0.376, -0.596, 0.256, 0.320, 0.409, 0.326, 0.296, 0.239, 0.274, 0.323, 0.372, 0.312, 0.355, 0.327, 0.306, 0.202

***

Formula: C30H84F6NO18S2V
Source: the Open Molecules 2025 dataset
Level of theory: ωB97M-V/def2-TZVPD

Values from the calculation:
Orbital gap (alpha / beta) (eV): 6.55 / 6.34
LUMO level (alpha / beta) (eV): -4.20 / -4.42
<S²>: 3.7539

Geometry as ORCA input:
```
! wB97M-V def2-TZVPD RIJCOSX def2/J DEFGRID3
* xyz 1 4
V 1.19069 0.95575 3.24495
S 1.31554 0.95582 -0.02777
S 0.16279 -1.21863 0.61324
F -1.99530 -1.03551 2.21629
F -1.19849 1.60352 0.02206
F -1.69398 -3.01442 1.43303
F -0.43086 -2.30185 3.05409
F -0.17786 2.05707 -1.94199
F 0.09212 3.32493 -0.18288
O 0.13049 -4.96767 -2.94309
O -0.64263 -1.04742 -0.57926
O 0.04669 -1.09597 -5.75407
O 2.35740 1.82541 0.51539
O -0.10641 2.66702 3.11683
O 4.10298 6.51123 0.38708
O 0.99044 6.98273 -3.20935
O 1.77729 0.16583 -1.21059
O -5.52578 2.26228 -3.40556
O 1.20685 -2.21923 0.52295
O -0.07655 1.63231 -6.13243
O 2.74420 -4.18177 4.58327
O 2.92838 -0.51423 3.41042
O -5.68658 -4.91194 0.99676
O -4.87414 -0.31166 -2.65708
O -1.66899 -6.50020 4.36981
O 6.09979 -0.81182 -1.29106
O 2.56047 2.47028 3.63619
N 0.62421 0.08316 1.36035
C -1.28567 -1.46302 -5.38993
C -0.17534 6.08100 -1.42409
C 3.84818 -1.09086 2.54512
C -0.61068 -5.15292 -0.69629
C -5.25625 -3.05236 2.36051
C -2.58953 -6.16052 3.37106
C -3.28549 3.03849 -2.82775
C -6.14325 -4.31983 2.15889
C 3.66251 6.35489 -0.93742
C -0.52580 -4.29370 -1.94867
C -0.13944 2.08682 -0.60845
C -1.48007 2.30778 2.99163
C -4.26532 -0.49504 -1.44041
C 2.85775 2.83090 4.97497
C -2.28058 3.45614 2.38201
C 1.81305 1.89865 -4.72919
C -4.11598 -1.98794 -1.16066
C 3.59658 4.86272 -1.15985
C -4.52535 3.20968 -3.70405
C -1.09794 -1.94612 1.95157
C 0.30102 5.86921 -2.83095
C -2.39595 -7.15207 2.19529
C 5.65873 0.44698 -0.86720
C 1.47314 -4.73480 4.50925
C 0.53486 2.54310 -5.27860
C 1.43219 -5.39304 3.11010
C 4.77097 1.00972 -2.00272
C -1.49174 -1.19315 -3.94592
C 4.05685 2.08072 5.52445
C 5.23729 -0.69474 2.90799
H -2.77964 -8.15118 2.40181
H -7.20952 -4.09462 2.17997
H 2.17903 2.44440 -3.85952
H -3.31233 3.11062 2.31721
H -2.87419 2.03489 -2.93600
H -0.63288 7.03782 -1.17261
H -3.25444 -2.36326 -1.71291
H 3.89866 0.39399 -2.22193
H -3.84516 -2.08870 -0.10966
H 3.65521 -2.16361 2.53729
H -3.59849 -6.26325 3.77049
H 0.00522 -3.35231 -1.80763
H 2.82395 4.43298 -0.52230
H 5.14487 0.37380 0.09129
H -6.29186 2.56176 -3.90058
H 1.58520 0.87831 -4.42085
H -1.84636 -5.96130 5.14423
H 6.51355 1.09501 -0.67368
H 5.40821 1.19086 -2.86829
H 3.17219 2.96821 3.08896
H -1.49202 -2.50654 -5.62781
H -1.37634 -7.20178 1.81315
H 5.59358 -1.03706 3.87958
H -0.83430 5.32279 -1.00102
H -2.35382 -5.15040 3.03609
H 6.80238 -1.14708 -0.72931
H -1.55953 1.38521 2.41662
H -0.92540 -1.90821 -3.34922
H 0.93696 4.98395 -2.82882
H 4.11332 7.45282 0.57393
H -5.97194 -4.95744 3.02619
H 0.69040 -4.35462 -3.42502
H 4.38180 1.99138 -1.73251
H 0.73939 -3.93946 4.64018
H 3.79982 1.02158 5.54056
H 2.08104 2.54058 5.68245
H -1.93046 3.76336 1.39655
H 1.47076 -4.68944 2.27850
H -2.58966 3.84300 -3.06584
H -0.60418 5.65561 -3.39935
H 1.47271 -5.43071 5.34818
H 1.55930 6.76771 -3.95215
H -0.01071 3.55595 3.46647
H 0.87325 3.40842 -5.84852
H -1.10743 -6.11898 -0.78611
H -0.77265 2.11135 -6.58802
H -4.21433 -3.36329 2.28407
H 2.69013 -3.41331 5.15611
H 3.02575 3.90416 5.06442
H -4.89576 4.23098 -3.61553
H -1.10217 -0.22608 -3.62793
H 4.49009 4.31157 -0.86663
H -4.24348 2.97791 -4.73115
H 5.47529 0.34731 2.69449
H -3.03154 -6.81203 1.37766
H 4.95947 2.29149 4.95092
H -2.34573 4.30569 3.06181
H 0.64655 6.00668 -0.71199
H 2.59515 1.84678 -5.48664
H -1.88835 2.08875 3.97826
H 0.50975 -5.96693 3.02140
H -5.38043 -2.54635 3.31792
H 3.36227 4.56202 -2.18101
H -6.36599 -4.84192 0.32214
H -0.18401 2.86688 -4.52594
H -1.08404 -4.69091 0.17007
H -2.54139 -1.25247 -3.65813
H -3.32957 0.01116 -1.20326
H 4.18468 2.35257 6.57224
H -1.51505 -3.94595 -2.24623
H 2.77606 6.96005 -1.12736
H 3.61803 -0.65774 1.57170
H -5.38389 -2.27335 1.60888
H -4.97696 -2.60499 -1.41771
H 3.06927 -1.00123 4.22564
H -1.99237 -0.92447 -6.02132
H 0.07442 -0.14888 -5.90854
H -4.97750 0.00425 -0.78344
H 5.99580 -1.18980 2.30163
H -5.09327 0.61031 -2.81055
H 2.20020 -6.11614 2.83553
H 4.40546 6.74952 -1.63052
H 0.43740 -5.33735 -0.46048
H -3.52900 3.12641 -1.76894
*
```

Mulliken population analysis, charges in e, atoms 1 to 99: 0.622, -0.183, -0.334, -0.173, -0.023, -0.152, -0.228, 0.204, -0.217, -0.601, 0.321, -0.563, -0.415, -0.128, -0.518, -0.568, -0.414, -0.572, -0.636, -0.572, -0.528, -0.059, -0.452, -0.604, -0.554, -0.547, 0.068, 1.230, -0.774, -0.955, 0.516, -0.539, -0.473, 0.252, -0.034, -0.401, -0.543, 0.531, 0.267, 0.428, -0.071, -0.454, -1.393, -0.589, 0.184, -0.621, -0.644, 0.036, 0.314, -1.209, 0.230, -0.042, 0.032, -0.606, -0.638, 0.968, -0.862, -1.278, 0.413, 0.407, -0.093, 0.402, -0.135, 0.463, -0.511, 0.067, -0.403, 0.300, 0.386, -0.402, -0.049, -0.350, 0.294, 0.129, 0.293, 0.459, 0.541, 0.110, 0.385, 0.259, 0.363, 0.125, -0.116, 0.293, -0.346, -0.442, -0.163, 0.307, 0.170, 0.358, -0.026, 0.100, 0.080, 0.349, 0.139, 0.020, 0.110, 0.311, 0.337

***

Formula: C4H8O2
Source: the Open Molecules 2025 dataset
Level of theory: ωB97M-V/def2-TZVPD

Values from the calculation:
Orbital gap (eV): 10.75
LUMO level (eV): 1.03

Geometry as ORCA input:
```
! wB97M-V def2-TZVPD RIJCOSX def2/J DEFGRID3
* xyz 0 1
O -1.19871 -0.67645 0.21929
O 1.33386 0.66602 -0.13377
C 0.80004 -0.24466 -1.12073
C -0.62198 0.17233 -0.73802
C 0.08303 1.38764 -0.13715
C -0.41479 -1.00965 1.37472
H 1.13705 0.05518 -2.11969
H -1.37022 0.33225 -1.52278
H -0.34779 -2.09949 1.43657
H -0.92358 -0.61782 2.26020
H -0.26859 1.70578 0.85181
H 1.02681 -1.30293 -0.94317
H 0.15520 2.24892 -0.81156
H 0.60968 -0.61712 1.38429
*
```

How is the electron density shared among the atoms? According to Mulliken, the charges in e are: -0.443, -0.430, -0.430, 0.036, -0.404, -0.710, 0.293, 0.395, 0.260, 0.262, 0.264, 0.265, 0.290, 0.351

***

Formula: C4H12NS
Source: the Open Molecules 2025 dataset
Level of theory: ωB97M-V/def2-TZVPD

Values from the calculation:
Orbital gap (eV): 9.60
LUMO level (eV): -3.32

Geometry as ORCA input:
```
! wB97M-V def2-TZVPD RIJCOSX def2/J DEFGRID3
* xyz 1 1
S 1.14860 -0.87678 1.04960
N -1.45579 0.95383 0.65731
C -2.28544 -0.40258 -1.19172
C 1.30119 -1.30798 -0.70903
C -2.21557 0.76032 -0.59208
C 2.46075 0.34853 1.18030
H 2.29748 1.18409 0.50188
H 2.24060 -1.83875 -0.85106
H 3.42979 -0.09783 0.98810
H -0.67221 0.24503 0.80235
H 1.29683 -0.40549 -1.31907
H 0.49091 -1.98542 -0.96167
H -2.66569 1.66816 -0.96217
H -2.06818 0.90817 1.47786
H -1.89214 -1.33593 -0.81762
H -1.01884 1.87653 0.67453
H 2.44082 0.73114 2.19609
H -2.83312 -0.42507 -2.12359
*
```

How is the electron density shared among the atoms? According to Mulliken, the charges in e are: -0.100, -0.117, -0.669, -0.789, -0.026, -0.802, 0.297, 0.355, 0.315, -0.092, 0.294, 0.278, 0.375, 0.379, 0.293, 0.424, 0.335, 0.250

***

Formula: C3H8OS2
Source: the Open Molecules 2025 dataset
Level of theory: ωB97M-V/def2-TZVPD

Values from the calculation:
Orbital gap (eV): 10.11
LUMO level (eV): 0.37

Geometry as ORCA input:
```
! wB97M-V def2-TZVPD RIJCOSX def2/J DEFGRID3
* xyz 0 1
S -0.39248 -3.77629 2.80595
S 1.06594 -3.98567 1.36805
O -0.46072 1.71999 0.91409
C 0.94186 1.95158 -1.00997
C -1.34648 0.79554 -1.10672
C -0.30457 1.51065 -0.27780
H 1.63185 2.46595 -0.32008
H 2.14249 -3.80210 2.16168
H -2.20892 0.51236 -0.48013
H -1.70239 1.44998 -1.92013
H -0.91983 -0.11893 -1.55207
H 0.68069 2.64424 -1.82766
H 1.46072 1.07867 -1.44056
H -0.58819 -2.44601 2.68530
*
```

How is the electron density shared among the atoms? According to Mulliken, the charges in e are: -0.171, -0.178, -0.555, -1.018, -1.012, 0.816, 0.279, 0.172, 0.277, 0.307, 0.301, 0.307, 0.299, 0.177

***

Formula: O4PSn
Source: the Open Molecules 2025 dataset
Level of theory: ωB97M-V/def2-TZVPD

Values from the calculation:
Orbital gap (eV): 4.03
LUMO level (eV): 0.75

Geometry as ORCA input:
```
! wB97M-V def2-TZVPD RIJCOSX def2/J DEFGRID3
* xyz -1 1
Sn -1.87537 -1.60301 1.24289
P 0.44217 0.30005 -0.26880
O -0.83442 -0.31027 -1.00379
O -0.06818 0.32567 1.25589
O 0.62631 1.75947 -0.68103
O 1.70949 -0.47191 -0.54516
*
```

How is the electron density shared among the atoms? According to Mulliken, the charges in e are: 0.744, 1.003, -0.654, -0.632, -0.725, -0.736

***

Looking at total energy for the records above, in order, we have -765.66111 -4941.57820 -307.61171 -612.26970 -990.70600 -856.64038 Eh.
Looking at ΔE to the lowest compared entry with this formula, charge and spin for the records above, in order, we have 0.000 3.849 2.741 0.952 0.125 2.794 eV.